a | Here is a molecular structure, C2H7FN4 from OMol25. Energies are from ωB97M-V/def2-TZVPD.

Last column: Löwdin charge in e.
Atoms and positions in Å:
C1 0.28667 0.27770 0.30558  -0.326
C2 1.05996 0.77434 -1.00694  -0.053
H1 0.71089 -2.27246 -0.81816  0.053
H2 -0.25399 -1.16411 -1.66987  0.071
H3 -0.96866 -1.40889 0.86152  0.134
H4 1.76321 1.74604 -0.90912  0.146
H5 1.78796 -0.18755 -1.42673  0.159
H6 0.04537 -0.07190 3.12131  0.176
H7 -1.87632 1.14234 2.67081  0.200
N1 -0.11532 -1.77765 -0.87261  -0.019
N2 -0.16295 -1.08955 0.25928  -0.127
N3 -0.10284 1.05716 1.31121  -0.102
N4 -0.91587 0.19834 2.28074  -0.164
F1 -0.02326 0.79846 -2.05244  -0.149

The net charge is 0.

---

b | Here is a single C2H7FN4 molecule from OMol25. Energies are from ωB97M-V/def2-TZVPD.

Last column: Löwdin charge in e.
Atoms and positions in Å:
C1 0.24136 0.32521 -0.14115  -0.349
C2 0.97142 0.10371 -1.43554  -0.211
H1 -1.44524 -1.94012 0.92760  0.088
H2 -0.50881 -1.59700 2.25224  0.088
H3 0.62836 -1.68274 0.04039  0.117
H4 2.03564 0.07839 -1.22013  0.117
H5 0.83937 0.93917 -2.12715  0.122
H6 -1.31924 0.94800 1.81905  0.041
H7 -1.47511 2.51096 1.33340  0.068
N1 -0.88338 -1.20738 1.37666  -0.004
N2 0.26071 -0.90003 0.58090  -0.052
N3 -0.25151 1.48024 0.13932  0.004
N4 -0.83120 1.72735 1.39074  -0.016
F1 0.65623 -1.05905 -1.99763  -0.013

As for the SMILES: N/N=C(/CF)NN. The net charge is 0.

---

In kcal/mol, relative to the most stable structure: a 104.0; b 0.0.